Record 1
The following is a quantum chemistry calculation of a 2-piece molecular cluster, CH3FOS2 overall in a non-equilibrium geometry, from the Open Molecules 2025 dataset.

Geometry (Å):
C -1.48071 0.06752 -0.01924
O 1.48004 -1.22816 -1.02670
F 1.07358 -0.55996 1.41362
S 2.27605 1.53816 -0.17183
S 1.16676 -0.08982 -0.22478
H -1.55380 -0.55150 0.94445
H -1.40830 1.19714 0.07012
H -1.55361 -0.37338 -0.98565

Computed properties:
Charge: 0
HOMO energy (spin up / spin down), Ha: -0.3540 / -0.3485

Table of Löwdin atomic charges, one value per atom, all in e: number 1, C, carries 0.104; number 2, O, carries -0.427; number 3, F, carries -0.387; number 4, S, carries 0.240; number 5, S, carries 0.381; number 6, H, carries 0.053; number 7, H, carries 0.043; number 8, H, carries -0.007

***

Record 2
The following is a quantum chemistry calculation of a 3-piece molecular cluster, C18H22F4N2O4 overall, from the Open Molecules 2025 dataset.

Geometry (Å):
F 6.35116 1.68731 4.73902
C 6.13360 1.32466 3.45113
F 7.32973 1.18158 2.83319
C 5.32233 2.45003 2.74908
F 5.48308 3.61902 3.43216
F 5.82437 2.65799 1.49692
C 3.84156 2.16338 2.63088
C 3.04007 3.04410 1.85088
N 1.76169 2.87292 1.72309
C 1.21522 1.80817 2.37544
C -0.16126 1.56183 2.27331
C -0.71311 0.49864 2.91408
C 0.08144 -0.36731 3.69104
C 1.41817 -0.14841 3.81244
C 2.01263 0.94121 3.15428
N 3.35369 1.14618 3.26789
H 5.60575 0.37688 3.43765
H 3.50450 3.87937 1.34288
H -0.77375 2.21883 1.67363
H -1.77055 0.30338 2.81608
H -0.35480 -1.21750 4.19296
H 2.05121 -0.79545 4.40146
O -1.32827 -1.04226 -0.55937
C -1.73957 -0.04839 -1.09501
O -0.82782 0.86560 -1.49689
C -1.17942 2.06387 -2.19276
C -1.59088 3.17031 -1.24504
C -3.21188 0.21251 -1.29094
H -1.94174 1.86213 -2.94546
H -0.27036 2.34345 -2.72298
H -2.49063 2.90752 -0.68743
H -1.78932 4.08767 -1.79972
H -0.79158 3.36402 -0.52911
H -3.62419 0.63544 -0.37464
H -3.70411 -0.73896 -1.46850
H -3.44174 0.87569 -2.12031
O -4.33879 -2.94361 -1.37333
C -3.37664 -3.30202 -1.99513
O -2.96428 -2.53355 -3.02619
C -1.73800 -2.77230 -3.72543
C -1.88833 -3.82521 -4.80282
C -2.64402 -4.57998 -1.66621
H -0.93979 -3.00756 -3.02177
H -1.49351 -1.80980 -4.17235
H -2.14946 -4.79696 -4.38345
H -0.95452 -3.93231 -5.35511
H -2.67436 -3.53862 -5.50113
H -3.17903 -5.40850 -2.13018
H -2.67644 -4.70996 -0.58829
H -1.60802 -4.60505 -1.98991

Computed properties:
Charge: 0
HOMO energy, Ha: -0.3498

Table of Löwdin atomic charges, one value per atom, all in e: number 1, F, carries 0.085; number 2, C, carries -0.291; number 3, F, carries 0.083; number 4, C, carries -0.399; number 5, F, carries 0.113; number 6, F, carries 0.104; number 7, C, carries -0.156; number 8, C, carries -0.045; number 9, N, carries 0.150; number 10, C, carries -0.203; number 11, C, carries -0.014; number 12, C, carries -0.061; number 13, C, carries -0.062; number 14, C, carries -0.013; number 15, C, carries -0.191; number 16, N, carries 0.201; number 17, H, carries 0.149; number 18, H, carries 0.126; number 19, H, carries 0.104; number 20, H, carries 0.109; number 21, H, carries 0.107; number 22, H, carries 0.116; number 23, O, carries 0.098; number 24, C, carries -0.523; number 25, O, carries -0.009; number 26, C, carries -0.237; number 27, C, carries -0.063; number 28, C, carries 0.027; number 29, H, carries 0.109; number 30, H, carries 0.123; number 31, H, carries 0.071; number 32, H, carries 0.082; number 33, H, carries 0.069; number 34, H, carries 0.099; number 35, H, carries 0.058; number 36, H, carries 0.076; number 37, O, carries 0.099; number 38, C, carries -0.529; number 39, O, carries -0.019; number 40, C, carries -0.236; number 41, C, carries -0.062; number 42, C, carries 0.020; number 43, H, carries 0.115; number 44, H, carries 0.124; number 45, H, carries 0.069; number 46, H, carries 0.082; number 47, H, carries 0.084; number 48, H, carries 0.096; number 49, H, carries 0.094; number 50, H, carries 0.072

***

Record 3
The following is a quantum chemistry calculation of C14H34ClN2O12P4ReS as an isolated structure, from the Open Molecules 2025 dataset.

Geometry (Å):
Re -0.09338 0.60779 0.24346
C 2.81577 -2.92635 -2.55003
C 2.39448 -1.58061 -1.96777
O 3.21594 -0.57963 -2.55838
P 0.76160 -1.03943 -2.53459
O -0.31900 -2.16645 -2.40041
O 0.91623 -0.77168 -4.07733
O 0.34435 0.22290 -1.82604
P 2.53259 -1.60088 -0.12543
O 1.85197 -3.01260 0.27172
O 3.91272 -1.47074 0.33572
O 1.48324 -0.61282 0.42929
H 2.86625 -2.84795 -3.63590
H 2.11956 -3.71867 -2.28254
H 3.81366 -3.16824 -2.18330
H 3.29452 0.19789 -1.96081
H -1.22611 -1.77039 -2.33479
H 1.78149 -0.37092 -4.27150
H 2.53909 -3.66606 0.46539
C 2.48262 1.11795 2.58206
P 0.77666 0.52831 2.55915
C 0.78738 -1.13681 3.25954
C -0.10088 1.54977 3.79099
C -0.57820 2.79901 3.04570
P -1.41568 2.21571 1.54479
C -1.79135 3.72857 0.64174
C -3.00837 1.54042 2.07810
H 2.88363 0.99135 3.58917
H 2.52534 2.17110 2.30178
H 3.08204 0.54680 1.87479
H 1.22758 -1.11499 4.25734
H 1.36878 -1.80076 2.62508
H -0.23470 -1.50993 3.32417
H 0.54975 1.77726 4.63595
H -0.94517 0.97081 4.17293
H 0.26966 3.40579 2.71534
H -1.23302 3.43313 3.64424
H -2.31932 4.40519 1.31667
H -2.39367 3.53467 -0.23909
H -0.84801 4.17976 0.33691
H -3.50461 2.23740 2.75517
H -2.85108 0.58818 2.58449
H -3.64485 1.36627 1.21333
C -3.65958 -3.53980 0.24649
N -2.20910 -3.38463 0.12804
C -1.37462 -4.53905 -0.21048
C -1.65612 -2.22719 0.32765
N -1.16094 -1.19978 0.50952
H -3.91554 -4.10431 1.14338
H -4.02929 -4.06752 -0.63187
H -4.12399 -2.55856 0.28120
H -1.39515 -5.27095 0.59716
H -0.35342 -4.20143 -0.37335
H -1.75215 -4.99553 -1.12488
Cl -1.72606 2.95997 -3.10812
C -2.64025 1.44789 -2.99426
C -2.27312 0.56407 -1.82132
O -2.51328 -0.63294 -1.91400
O -1.80541 1.15541 -0.76070
H -2.48010 0.87551 -3.90329
H -3.70033 1.69099 -2.92391
C 1.91289 3.45553 -2.21294
S 2.31216 2.77022 -0.63826
O 3.09503 1.56818 -0.84614
O 2.89551 3.80145 0.16661
O 0.95457 2.40440 -0.03840
H 2.79777 3.96997 -2.57948
H 1.09367 4.15818 -2.08553
H 1.61735 2.64982 -2.88017

Computed properties:
<S²>: 0.7546
Charge: +1
Spin multiplicity: 2
HOMO energy (spin up / spin down), Ha: -0.4156 / -0.4047

Table of Löwdin atomic charges, one value per atom, all in e: number 1, Re, carries 1.326; number 2, C, carries -0.044; number 3, C, carries -0.579; number 4, O, carries -0.055; number 5, P, carries 0.535; number 6, O, carries -0.085; number 7, O, carries -0.057; number 8, O, carries -0.362; number 9, P, carries 0.391; number 10, O, carries -0.134; number 11, O, carries -0.217; number 12, O, carries -0.544; number 13, H, carries 0.096; number 14, H, carries 0.082; number 15, H, carries 0.101; number 16, H, carries 0.058; number 17, H, carries 0.066; number 18, H, carries 0.108; number 19, H, carries 0.101; number 20, C, carries -0.184; number 21, P, carries 0.809; number 22, C, carries -0.205; number 23, C, carries -0.356; number 24, C, carries -0.355; number 25, P, carries 0.792; number 26, C, carries -0.203; number 27, C, carries -0.206; number 28, H, carries 0.071; number 29, H, carries 0.049; number 30, H, carries 0.042; number 31, H, carries 0.067; number 32, H, carries 0.035; number 33, H, carries 0.049; number 34, H, carries 0.102; number 35, H, carries 0.085; number 36, H, carries 0.098; number 37, H, carries 0.103; number 38, H, carries 0.068; number 39, H, carries 0.031; number 40, H, carries 0.054; number 41, H, carries 0.063; number 42, H, carries 0.044; number 43, H, carries 0.053; number 44, C, carries -0.003; number 45, N, carries -0.160; number 46, C, carries -0.005; number 47, C, carries -0.212; number 48, N, carries 0.094; number 49, H, carries 0.097; number 50, H, carries 0.099; number 51, H, carries 0.096; number 52, H, carries 0.099; number 53, H, carries 0.072; number 54, H, carries 0.100; number 55, Cl, carries 0.640; number 56, C, carries -0.462; number 57, C, carries -0.645; number 58, O, carries 0.029; number 59, O, carries -0.310; number 60, H, carries 0.091; number 61, H, carries 0.096; number 62, C, carries -0.125; number 63, S, carries 0.468; number 64, O, carries -0.319; number 65, O, carries -0.280; number 66, O, carries -0.545; number 67, H, carries 0.079; number 68, H, carries 0.061; number 69, H, carries 0.056

***

Question: The highest charge belongs to which entry?
Answer: C14H34ClN2O12P4ReS

***

Please write out number 1 again, unchanged.
The following is a quantum chemistry calculation of a 2-piece molecular cluster, CH3FOS2 overall in a non-equilibrium geometry, from the Open Molecules 2025 dataset.

Geometry (Å):
C -1.48071 0.06752 -0.01924
O 1.48004 -1.22816 -1.02670
F 1.07358 -0.55996 1.41362
S 2.27605 1.53816 -0.17183
S 1.16676 -0.08982 -0.22478
H -1.55380 -0.55150 0.94445
H -1.40830 1.19714 0.07012
H -1.55361 -0.37338 -0.98565

Computed properties:
Charge: 0
HOMO energy (spin up / spin down), Ha: -0.3540 / -0.3485

Table of Löwdin atomic charges, one value per atom, all in e: number 1, C, carries 0.104; number 2, O, carries -0.427; number 3, F, carries -0.387; number 4, S, carries 0.240; number 5, S, carries 0.381; number 6, H, carries 0.053; number 7, H, carries 0.043; number 8, H, carries -0.007

***

Question: Which formula does entry 3 have?
Answer: C14H34ClN2O12P4ReS